75
Properties=species:S:1:pos:R:3 method="wB97M-V/def2-TZVPD" charge=-2 e_tot_ev=-92392.356 e_homo_ev=-3.1 mol_weight_g_mol=882.57
Tl -0.650 -0.068 -0.029
Cl -3.058 3.663 2.594
Cl -1.123 5.197 1.030
Si 0.467 1.512 -3.042
F 0.051 -1.967 -1.812
F 0.051 -3.632 -3.409
F 2.048 -2.804 -2.606
F 0.711 -4.106 -1.242
O -2.232 3.228 -1.185
O -2.030 1.828 0.580
N 2.429 -5.875 8.292
N 0.825 1.717 0.880
N -1.442 -0.768 2.017
N -2.504 -0.847 -0.844
N 0.521 1.282 -1.329
N 1.198 -1.242 0.724
C 3.295 -2.096 0.717
C 1.326 2.379 1.916
C -2.650 -0.452 2.461
C 2.076 -3.105 6.178
C 1.147 2.033 -0.396
C -2.554 4.127 0.951
C -1.745 -1.698 4.077
C 2.049 0.866 -3.820
C 2.308 -1.339 0.027
C 0.494 -4.229 4.188
C 2.609 3.743 0.441
C -2.225 2.924 0.007
C 2.095 -5.238 7.394
C 1.396 -1.936 1.911
C 2.238 3.412 1.744
C 0.888 -5.000 5.268
C -2.886 -1.002 3.741
C 1.681 -4.438 6.268
C 2.079 3.070 -0.635
C 0.888 -2.897 4.092
C 1.679 -2.343 5.093
C -0.977 0.541 -3.688
C -3.571 -1.286 -0.838
C 0.821 1.982 3.276
C 0.460 -2.076 2.921
C 0.253 3.316 -3.505
C -0.837 -1.549 2.992
C 2.724 -2.475 1.902
B 0.718 -3.155 -2.272
B -5.026 -1.888 -0.822
H 1.982 -1.306 5.009
H -0.119 -4.652 3.401
H 2.944 1.325 -3.389
H 0.076 2.707 3.613
H -0.082 3.385 -4.545
H 2.690 -2.676 6.959
H 1.635 1.959 4.004
H 3.160 -3.077 2.684
H -5.805 -0.992 -1.091
H 0.338 1.006 3.232
H -3.791 -0.889 4.317
H -0.519 3.753 -2.863
H 2.111 -0.217 -3.664
H 0.587 -6.037 5.342
H 1.168 3.907 -3.407
H -3.309 0.164 1.867
H -0.912 -0.506 -3.377
H 2.633 3.946 2.599
H -3.359 4.709 0.523
H 2.056 1.056 -4.900
H -1.551 -2.253 4.983
H -1.007 0.572 -4.782
H 3.320 4.544 0.272
H 4.274 -2.349 0.342
H -5.208 -2.305 0.309
H -1.913 0.958 -3.302
H 2.355 3.321 -1.651
H -5.074 -2.785 -1.638
H 2.379 -0.901 -0.959